145
Properties=species:S:1:pos:R:3:forces:R:3:mulliken_charge:R:1 method="wB97M-V/def2-TZVPD" multiplicity=1 e_above_lowest_kcal_mol=0.00 energy_ha=-3402.24735 orbital_gap_ev=9.42 charge=+5
P -0.680 0.037 -0.896 -0.2 0.7 -0.3 1.910
F 0.829 -0.003 -0.291 0.0 0.1 0.2 -0.391
F -0.339 -1.274 -1.804 0.0 -0.1 0.1 -0.599
F -1.176 -0.902 0.318 0.0 -0.2 0.0 -0.433
F -2.164 0.085 -1.534 0.0 -0.3 -0.1 -0.452
F -1.072 1.350 -0.028 0.5 0.0 0.3 -0.516
F -0.130 1.009 -2.082 -0.1 -0.2 -0.1 -0.491
C 4.367 -6.076 -6.312 0.1 0.1 0.9 -1.436
C 2.908 -5.747 -6.068 0.0 0.4 -1.0 -0.105
N 2.718 -4.465 -5.342 -0.5 -0.6 0.7 0.166
C 1.612 -3.642 -5.428 0.2 -0.5 -0.3 -0.590
C 1.766 -2.670 -4.509 -0.2 0.3 0.0 -1.029
N 2.953 -2.910 -3.861 0.0 -0.4 0.5 0.210
C 3.471 -4.035 -4.341 0.6 0.2 -0.5 -0.070
C 3.496 -2.107 -2.775 0.1 0.9 -0.1 -0.843
H 4.871 -6.343 -5.377 -0.1 -0.1 0.0 0.401
H 4.904 -5.220 -6.716 0.0 -0.2 -0.4 0.385
H 4.426 -6.961 -6.938 0.1 0.2 -0.3 0.399
H 2.398 -6.574 -5.576 -0.1 0.2 0.3 0.267
H 2.408 -5.548 -7.018 0.0 -0.3 0.0 0.358
H 0.814 -3.843 -6.120 0.0 0.1 -0.1 0.683
H 1.131 -1.834 -4.272 0.0 0.0 0.1 0.750
H 4.404 -4.493 -4.058 0.0 0.1 0.2 0.396
H 2.747 -1.968 -1.999 0.0 -0.2 0.0 0.336
H 3.750 -1.120 -3.167 -0.1 -0.1 0.0 0.358
H 4.424 -2.515 -2.386 -0.1 -0.4 0.0 0.330
C 2.683 3.364 -0.843 1.0 -0.5 -1.4 -0.764
C 2.065 4.514 -0.090 -1.0 -0.2 -0.1 -0.744
N 3.005 5.593 0.217 -0.4 -0.1 0.3 0.265
C 3.855 5.645 1.291 0.1 0.1 0.4 -0.276
C 4.498 6.834 1.236 0.4 0.0 -0.3 -0.500
N 4.062 7.470 0.099 -0.2 0.7 0.3 0.063
C 3.128 6.729 -0.465 0.2 -0.5 -0.7 0.011
C 4.553 8.774 -0.396 0.4 -0.7 -0.3 -0.785
H 1.990 2.770 -1.441 -0.5 0.1 0.5 0.121
H 3.331 2.642 -0.342 -0.2 0.3 0.7 0.242
H 3.341 3.760 -1.629 0.0 0.2 0.2 0.405
H 1.514 4.243 0.813 0.5 -0.2 0.2 0.400
H 1.252 4.927 -0.693 0.3 0.2 -0.2 0.291
H 3.918 4.877 2.039 -0.1 -0.1 -0.1 0.415
H 5.267 7.266 1.852 -0.1 0.0 0.1 0.454
H 2.645 6.914 -1.410 -0.1 0.2 0.1 0.389
H 5.467 8.578 -0.955 0.0 0.1 0.0 0.357
H 4.799 9.413 0.444 -0.3 0.1 0.0 0.328
H 3.811 9.190 -1.067 -0.1 0.2 0.2 0.320
C -1.704 -2.773 3.744 -0.2 -0.5 -0.1 -0.703
O -0.828 -1.939 4.485 0.1 0.1 -0.1 -0.140
C 0.504 -2.423 4.528 -0.3 0.3 0.0 -0.770
C 1.332 -1.279 5.034 0.6 0.2 1.2 -0.438
N 1.002 -0.022 4.266 0.1 -0.8 0.1 0.539
H -0.037 -0.052 4.230 0.1 0.4 -0.2 -0.090
H 1.283 0.780 4.827 0.1 0.1 -0.2 0.422
C 1.576 0.076 2.882 -0.5 0.3 -0.3 -0.350
C 3.045 0.448 2.847 0.1 0.3 0.1 -0.774
O 3.750 -0.275 3.814 -0.1 -0.2 -0.2 -0.257
C 5.132 0.051 3.847 0.3 0.8 0.4 -0.778
H -1.257 -3.056 2.785 0.0 0.1 0.0 0.096
H -2.639 -2.251 3.555 0.1 0.2 0.1 0.248
H -1.944 -3.692 4.287 0.1 0.1 0.1 0.346
H 0.834 -2.709 3.523 0.0 -0.2 0.0 0.499
H 0.598 -3.270 5.211 0.1 -0.1 -0.1 0.555
H 2.400 -1.466 5.052 0.0 0.0 -0.6 0.468
H 1.130 -1.052 6.089 -0.5 -0.1 -0.2 0.147
H 0.990 0.847 2.377 0.1 0.0 -0.1 0.258
H 1.347 -0.837 2.338 0.1 -0.2 0.3 0.022
H 3.164 1.532 3.016 0.0 -0.1 0.1 0.320
H 3.426 0.254 1.837 -0.1 0.0 0.0 0.563
H 5.592 -0.509 4.654 0.0 -0.3 -0.2 0.283
H 5.259 1.113 4.107 -0.1 -0.1 -0.1 0.331
H 5.637 -0.121 2.896 -0.1 -0.3 0.0 0.293
C -2.164 -2.091 -5.376 0.3 0.3 0.1 -0.848
O -1.534 -3.249 -4.841 0.1 0.0 0.2 -0.012
C -2.382 -4.377 -4.841 -0.6 0.6 -0.5 -0.655
C -1.657 -5.561 -4.288 -0.3 -0.1 0.8 -0.617
N -1.569 -5.521 -2.762 0.2 -0.3 -0.6 -0.088
H -2.501 -5.697 -2.371 0.0 0.1 0.2 0.495
H -0.997 -6.337 -2.536 -0.2 0.0 0.4 0.417
C -0.956 -4.320 -2.091 0.6 0.0 -0.9 -0.170
C -1.071 -4.504 -0.595 -0.1 -0.3 -0.4 -0.248
O -2.426 -4.600 -0.245 0.2 -0.2 0.0 -0.446
C -3.109 -3.380 -0.095 -0.8 0.9 0.6 -0.192
H -1.603 -1.222 -5.028 0.1 -0.1 0.0 0.039
H -3.185 -1.966 -5.006 -0.1 -0.2 -0.1 0.423
H -2.123 -2.110 -6.467 -0.3 0.0 0.0 0.389
H -2.752 -4.588 -5.854 0.3 -0.2 0.0 0.543
H -3.301 -4.149 -4.279 0.1 -0.2 0.2 0.394
H -0.641 -5.652 -4.666 0.0 0.1 0.0 0.145
H -2.203 -6.482 -4.488 0.0 0.0 -0.2 0.445
H -1.401 -3.426 -2.519 -0.3 0.0 0.3 0.148
H 0.080 -4.302 -2.445 0.0 0.0 0.2 -0.144
H -0.502 -3.726 -0.079 -0.3 0.2 0.1 0.120
H -0.632 -5.475 -0.343 0.1 0.1 0.2 0.452
H -3.215 -2.749 -0.986 0.3 -0.4 -0.3 0.138
H -2.672 -2.732 0.667 0.3 -0.2 0.0 -0.126
H -4.113 -3.619 0.250 0.0 -0.2 -0.1 0.386
C 0.107 3.714 -6.051 0.4 0.1 0.0 -0.752
O -1.175 3.492 -5.489 -0.1 0.2 0.0 -0.384
C -1.426 2.163 -5.121 -0.1 0.4 0.4 -0.521
C -2.628 2.196 -4.203 -0.1 -0.8 0.3 -0.805
N -3.720 2.991 -4.832 0.1 1.3 0.0 -0.061
H -3.468 3.982 -4.715 0.0 -0.1 0.2 0.496
H -3.698 2.907 -5.852 -0.2 -0.4 0.1 0.451
C -5.110 2.822 -4.277 -0.1 -0.7 -0.7 -0.809
C -5.145 3.017 -2.793 -0.2 -0.8 0.4 -0.191
O -4.768 4.326 -2.514 0.3 0.2 0.0 -0.349
C -4.659 4.584 -1.118 0.2 -0.2 -0.1 -0.611
H 0.907 3.560 -5.315 -0.2 -0.2 0.0 0.246
H 0.166 4.756 -6.354 -0.2 0.0 -0.1 0.288
H 0.287 3.070 -6.915 -0.1 0.0 0.0 0.331
H -0.588 1.761 -4.540 0.0 -0.3 -0.2 0.367
H -1.659 1.542 -5.997 0.3 -0.1 0.0 0.471
H -2.417 2.607 -3.218 0.1 0.3 -0.2 0.254
H -2.975 1.181 -3.998 -0.2 0.0 -0.2 0.413
H -5.419 1.813 -4.555 0.0 0.0 0.2 0.404
H -5.759 3.513 -4.814 0.1 0.2 0.1 0.408
H -4.512 2.262 -2.290 0.2 0.3 -0.1 0.117
H -6.145 2.742 -2.426 -0.1 0.4 -0.2 0.502
H -4.373 5.622 -0.991 -0.2 0.1 -0.1 0.277
H -3.866 3.958 -0.687 -0.1 -0.1 0.0 0.174
H -5.612 4.382 -0.628 0.0 0.1 0.1 0.320
C 0.558 -2.049 8.989 0.4 0.1 0.2 -0.874
O -0.337 -1.034 8.540 -0.1 -0.2 0.0 -0.268
C -0.090 0.199 9.143 0.3 0.5 0.1 -0.386
C -1.226 1.135 8.857 -0.5 0.2 -0.5 -0.833
N -1.424 1.327 7.353 -0.8 0.1 0.3 -0.102
H -2.021 2.151 7.239 0.2 0.1 0.0 0.408
H -0.555 1.536 6.867 0.1 -0.1 0.1 0.273
C -2.184 0.204 6.673 0.3 0.5 -0.6 -0.386
C -2.808 0.726 5.405 0.1 0.5 -0.9 -0.956
O -1.813 1.023 4.407 0.1 -0.1 0.8 -0.276
C -2.410 1.577 3.234 0.1 0.2 0.0 -0.797
H 0.244 -2.990 8.553 -0.1 0.0 0.0 0.265
H 0.561 -2.114 10.079 -0.2 -0.1 0.0 0.342
H 1.590 -1.826 8.688 -0.1 0.0 -0.1 0.369
H 0.839 0.643 8.740 0.0 0.0 0.2 0.324
H 0.024 0.154 10.232 0.0 -0.2 0.0 0.484
H -1.090 2.122 9.295 0.3 0.0 0.0 0.408
H -2.203 0.783 9.190 0.2 -0.3 0.2 0.401
H -2.983 -0.065 7.356 0.1 -0.4 0.1 0.500
H -1.477 -0.589 6.453 -0.2 -0.3 0.3 0.184
H -3.368 1.651 5.611 -0.1 -0.1 0.0 0.477
H -3.509 0.015 4.961 -0.1 -0.2 0.4 0.483
H -1.603 1.801 2.542 -0.1 -0.1 -0.1 0.098
H -2.929 2.510 3.474 0.0 -0.1 0.0 0.394
H -3.114 0.875 2.784 0.0 0.0 0.0 0.361